(1)
Below is 10 unconnected molecules or ions with the total composition C37H61NO27, with properties calculated with the ωB97M-V functional and the def2-TZVPD basis.

Computed properties:
**Energy above the lowest of the compared OMol25 structures with the same formula, charge and spin**: 4.514 eV
**Gap between HOMO and LUMO**: 0.375 Ha
**Max |F|**: 9.97 eV/Å
**DFT total energy**: -96122.1522 eV
**Highest occupied orbital energy**: -0.37046 hartree

Structure (ORCA input):
```
! RIJCOSX wB97M-V def2-TZVPD def2/J DEFGRID3
* xyz 0 1
C 3.628 2.855 -3.491
C 2.304 3.356 -3.014
C 1.873 4.804 -3.269
O 0.642 4.670 -3.869
C 0.393 3.371 -4.090
O -0.699 2.983 -4.363
O 1.394 2.643 -3.764
H 4.491 3.314 -3.082
H 3.830 3.036 -4.514
H 3.713 1.799 -3.446
H 2.191 3.072 -1.977
H 2.524 5.375 -3.848
H 1.753 5.292 -2.309
C 5.298 -1.227 1.242
C 6.136 -1.662 0.046
C 5.451 -2.447 -1.025
O 5.356 -1.445 -2.133
C 5.988 -0.326 -1.817
O 6.175 0.679 -2.504
O 6.464 -0.381 -0.616
H 4.839 -2.092 1.672
H 4.453 -0.656 0.936
H 5.790 -0.772 2.074
H 6.922 -2.366 0.376
H 4.473 -2.801 -0.781
H 6.028 -3.317 -1.221
C -1.194 0.990 4.194
C -2.769 0.883 4.462
C -3.449 1.006 3.076
O -3.841 -0.249 2.745
C -3.696 -1.087 3.747
O -3.946 -2.316 3.739
O -3.141 -0.482 4.714
H -0.821 0.018 4.043
H -0.762 1.373 5.122
H -0.879 1.631 3.436
H -3.002 1.589 5.195
H -2.796 1.486 2.377
H -4.249 1.677 3.238
C -5.698 1.468 0.280
C -4.359 2.161 0.090
C -4.185 3.129 -1.087
O -3.399 4.127 -0.574
C -3.557 4.131 0.765
O -3.174 4.956 1.568
O -4.130 3.007 1.126
H -5.884 0.703 -0.371
H -6.428 2.279 0.453
H -5.688 0.910 1.250
H -3.709 1.331 0.066
H -5.193 3.497 -1.325
H -3.736 2.714 -1.940
C 1.763 -3.764 1.304
C 2.558 -4.996 0.974
C 1.571 -6.101 0.472
O 2.413 -6.582 -0.538
C 3.323 -5.727 -0.931
O 3.862 -5.872 -2.051
O 3.474 -4.763 -0.047
H 1.191 -3.370 0.575
H 2.371 -3.022 1.748
H 1.037 -4.125 2.018
H 3.067 -5.498 1.809
H 0.845 -5.602 -0.008
H 1.210 -6.843 1.180
C -2.591 -5.054 4.833
C -1.915 -3.825 5.530
C -0.927 -3.992 6.682
O 0.158 -3.219 6.278
C 0.056 -2.981 5.002
O 0.985 -2.451 4.326
O -1.055 -3.247 4.552
H -1.820 -5.840 4.628
H -3.256 -4.736 4.071
H -3.198 -5.463 5.554
H -2.556 -2.934 5.801
H -0.708 -5.033 6.767
H -1.512 -3.649 7.591
C 2.627 -0.377 -1.796
O 2.283 -1.659 -1.486
C 1.762 -2.464 -2.381
O 1.514 -2.148 -3.724
O 1.512 -3.746 -2.075
C 1.139 -4.752 -3.036
H 1.801 0.213 -2.080
H 3.212 -0.328 -2.686
H 3.298 0.094 -1.013
H 0.286 -4.314 -3.619
H 0.808 -5.674 -2.485
H 1.918 -5.195 -3.671
C -1.634 -1.458 -3.615
O -1.470 -2.019 -2.358
C -1.247 -1.293 -1.295
O -1.444 0.175 -1.270
O -1.064 -2.009 -0.219
C -1.460 -1.521 1.020
H -2.681 -1.121 -3.758
H -1.529 -2.279 -4.404
H -0.988 -0.613 -3.829
H -0.753 -0.787 1.466
H -1.493 -2.370 1.682
H -2.443 -0.956 0.792
C -0.616 3.267 -0.019
O -0.198 2.342 0.985
C 1.053 1.943 1.160
O 2.173 2.505 0.528
O 1.162 0.958 2.032
C 2.387 0.312 2.239
H -1.288 2.874 -0.856
H 0.225 3.610 -0.637
H -1.017 4.193 0.517
H 2.701 -0.121 1.289
H 2.330 -0.577 2.861
H 3.201 0.916 2.576
C -3.406 6.976 -4.971
C -2.667 5.618 -4.513
C -2.237 5.567 -3.021
C -3.035 6.544 -2.209
N -3.714 7.231 -1.606
H -2.641 7.853 -4.896
H -4.197 7.218 -4.299
H -3.776 6.769 -5.923
H -1.638 5.582 -4.959
H -3.276 4.747 -4.690
H -1.268 5.777 -2.810
H -2.285 4.497 -2.661
*
```

***

(2)
Below is a molecular structure, C37H62BCoGeN4O7P3Se, with properties calculated with the ωB97M-V functional and the def2-TZVPD basis.

Computed properties:
**Energy above the lowest of the compared OMol25 structures with the same formula, charge and spin**: 0.000 eV
**Gap between HOMO and LUMO (alpha / beta)**: 0.239 / 0.286 Ha
**Max |F|**: 0.75 eV/Å
**DFT total energy**: -247708.1798 eV
**Expectation value of S²**: 3.767
**Highest occupied orbital energy (alpha / beta)**: -0.22880 / -0.27523 hartree

Structure (ORCA input):
```
! RIJCOSX wB97M-V def2-TZVPD def2/J DEFGRID3
* xyz 0 4
Co -1.123 -0.663 0.651
C -2.931 4.391 3.576
N -2.303 3.082 3.521
C -1.913 2.518 4.811
P -1.535 2.470 2.198
O -1.404 1.010 2.203
O -2.524 2.996 1.003
P -3.113 2.052 -0.181
O -2.263 0.886 -0.480
N -3.224 3.016 -1.511
C -2.065 3.142 -2.390
C -4.167 4.117 -1.571
N -4.627 1.727 0.354
C -5.450 0.878 -0.496
C -5.310 2.345 1.474
N -0.087 3.235 1.981
C 0.715 2.813 0.837
C 0.133 4.611 2.392
H -3.902 4.306 4.071
H -3.084 4.780 2.571
H -2.333 5.110 4.144
H -2.773 2.526 5.483
H -1.102 3.086 5.284
H -1.593 1.488 4.666
H -1.371 2.325 -2.194
H -1.558 4.101 -2.235
H -2.387 3.085 -3.433
H -4.998 3.936 -0.890
H -4.559 4.203 -2.586
H -3.697 5.071 -1.303
H -4.833 0.426 -1.270
H -6.248 1.455 -0.977
H -5.908 0.086 0.101
H -4.613 2.937 2.061
H -5.730 1.570 2.119
H -6.128 2.991 1.133
H 0.449 1.800 0.548
H 1.773 2.826 1.107
H 0.565 3.472 -0.026
H -0.362 4.804 3.341
H -0.219 5.337 1.648
H 1.205 4.759 2.533
O -3.928 -3.181 2.403
C -3.188 -2.643 1.595
O -2.115 -1.986 1.851
C -3.578 -2.751 0.081
P -2.137 -2.162 -0.876
C -2.696 -1.627 -2.519
C -4.016 -1.668 -2.958
C -4.371 -1.078 -4.164
C -3.416 -0.446 -4.943
C -2.090 -0.421 -4.525
C -1.735 -1.005 -3.323
C -1.226 -3.704 -1.207
C -1.173 -4.317 -2.456
C -0.438 -5.482 -2.625
C 0.245 -6.040 -1.555
C 0.189 -5.436 -0.306
C -0.540 -4.271 -0.133
H -4.438 -2.099 -0.085
H -3.864 -3.775 -0.149
H -4.767 -2.169 -2.358
H -5.399 -1.126 -4.503
H -3.699 0.024 -5.877
H -1.335 0.063 -5.133
H -0.707 -0.975 -2.984
H -1.703 -3.886 -3.295
H -0.402 -5.959 -3.597
H 0.826 -6.942 -1.696
H 0.722 -5.868 0.532
H -0.591 -3.785 0.835
C 4.493 -0.901 4.083
Ge 3.110 0.212 4.932
C 3.141 2.027 4.162
C 3.467 0.290 6.876
C 1.299 -0.480 4.544
Se 1.119 -0.748 2.585
C 1.470 -2.658 2.581
H 5.464 -0.410 4.162
H 4.262 -1.050 3.028
H 4.564 -1.876 4.566
H 4.133 2.475 4.222
H 2.436 2.677 4.684
H 2.843 1.969 3.113
H 4.482 0.649 7.048
H 3.375 -0.701 7.322
H 2.773 0.962 7.382
H 0.559 0.277 4.808
H 1.037 -1.409 5.046
H 2.328 -2.867 3.216
H 1.678 -2.931 1.548
H 0.586 -3.183 2.939
C 5.227 -1.902 -5.402
C 5.494 -1.602 -3.920
C 5.970 -2.895 -3.253
C 6.622 -0.565 -3.798
C 4.224 -1.053 -3.269
C 3.670 0.132 -3.760
C 2.520 0.705 -3.225
C 1.928 0.050 -2.168
O 0.802 0.364 -1.458
B 0.620 -0.653 -0.483
O 1.676 -1.575 -0.645
C 2.460 -1.133 -1.673
C 3.601 -1.701 -2.200
H 6.119 -2.326 -5.868
H 4.955 -0.999 -5.951
H 4.410 -2.619 -5.502
H 6.880 -3.243 -3.745
H 5.220 -3.684 -3.336
H 6.199 -2.734 -2.198
H 7.545 -0.955 -4.232
H 6.806 -0.331 -2.748
H 6.371 0.362 -4.313
H 4.146 0.634 -4.593
H 2.110 1.625 -3.624
H 3.980 -2.622 -1.780
*
```

***

(3)
Below is 11 unconnected molecules or ions with the total composition C37H62Cl30N4O4P, with properties calculated with the ωB97M-V functional and the def2-TZVPD basis.

Computed properties:
**Gap between HOMO and LUMO**: 0.241 Ha
**Max |F|**: 1.94 eV/Å
**DFT total energy**: -438477.7635 eV
**Highest occupied orbital energy**: -0.38049 hartree

Structure (ORCA input):
```
! RIJCOSX wB97M-V def2-TZVPD def2/J DEFGRID3
* xyz 1 1
C 2.749 -3.844 4.673
C 4.011 -3.211 4.059
O 4.038 -1.805 4.246
C 3.657 -1.101 3.088
C 3.667 0.383 3.414
O 3.844 1.229 2.285
C 3.068 0.877 1.174
C 2.909 2.104 0.282
O 2.690 1.624 -1.048
C 1.730 2.324 -1.792
C 0.661 1.376 -2.380
C 0.757 -0.042 -1.870
C -0.505 -0.835 -2.211
C -0.227 -2.319 -1.985
C -1.087 -3.386 -2.708
C -2.577 -3.114 -3.019
C -3.520 -3.963 -2.162
C -3.587 -3.542 -0.680
C -5.020 -3.314 -0.153
C -5.255 -1.978 0.576
C -6.727 -1.534 0.512
C -7.239 -1.026 1.858
C -6.549 0.270 2.298
C -7.024 1.471 1.459
C -5.975 2.141 0.564
N -4.701 2.406 1.199
C -4.325 3.391 2.079
C -3.006 3.222 2.383
C -2.531 2.098 1.660
C -3.608 1.623 0.972
P -1.744 -0.259 -0.950
O -1.322 -0.754 0.386
N -0.791 -0.486 -3.650
C 0.127 0.185 -4.350
N 0.431 -0.248 -5.628
N 0.752 1.302 -3.879
H 2.124 -4.289 3.902
H 3.016 -4.608 5.398
H 2.160 -3.073 5.165
H 4.047 -3.470 2.998
H 4.900 -3.640 4.517
H 4.343 -1.322 2.263
H 2.646 -1.400 2.781
H 4.524 0.561 4.063
H 2.758 0.651 3.960
H 2.060 0.546 1.459
H 3.512 0.086 0.560
H 3.832 2.683 0.302
H 2.064 2.683 0.651
H 1.237 3.117 -1.229
H 2.221 2.808 -2.643
H -0.302 1.846 -2.181
H 1.636 -0.557 -2.250
H 0.877 -0.010 -0.787
H -0.257 -2.501 -0.912
H 0.811 -2.491 -2.276
H -1.060 -4.270 -2.073
H -0.563 -3.670 -3.622
H -2.751 -3.422 -4.052
H -2.890 -2.070 -2.969
H -4.520 -3.818 -2.579
H -3.304 -5.021 -2.302
H -2.926 -2.708 -0.444
H -3.209 -4.383 -0.094
H -5.267 -4.108 0.551
H -5.759 -3.382 -0.954
H -4.576 -1.216 0.188
H -5.004 -2.095 1.632
H -7.336 -2.394 0.224
H -6.914 -0.773 -0.252
H -7.026 -1.801 2.600
H -8.318 -0.866 1.879
H -6.809 0.460 3.339
H -5.468 0.131 2.250
H -7.802 1.131 0.770
H -7.487 2.233 2.084
H -5.775 1.526 -0.313
H -6.405 3.086 0.239
H -4.992 4.153 2.440
H -2.416 3.849 3.027
H -1.545 1.670 1.643
H -3.730 0.773 0.328
H -3.035 -0.720 -1.260
H -1.804 1.136 -0.948
H -1.040 -1.291 -4.223
H -0.224 -0.047 -6.365
H 1.309 -0.694 -5.826
H 0.261 2.094 -4.298
C 4.521 -1.666 -4.088
Cl 4.169 -0.459 -2.856
Cl 5.558 -2.932 -3.464
Cl 3.005 -2.368 -4.716
H 5.029 -1.181 -4.911
C 6.691 3.021 3.997
Cl 7.223 2.848 2.326
Cl 7.504 1.857 5.037
Cl 6.955 4.669 4.568
H 5.629 2.818 4.030
C 9.152 -1.775 6.729
Cl 10.514 -2.470 5.844
Cl 9.502 -0.115 7.198
Cl 7.673 -1.861 5.772
H 9.007 -2.358 7.629
C -2.702 -4.080 -7.415
Cl -4.200 -3.334 -7.935
Cl -1.605 -2.855 -6.733
Cl -2.992 -5.359 -6.242
H -2.213 -4.513 -8.278
C -7.817 6.282 0.110
Cl -8.421 7.467 1.258
Cl -6.351 5.503 0.725
Cl -9.046 5.070 -0.255
H -7.563 6.795 -0.808
C -4.713 -0.927 -11.371
Cl -4.630 -2.648 -11.740
Cl -6.339 -0.467 -10.877
Cl -3.538 -0.499 -10.120
H -4.462 -0.376 -12.267
C -2.128 1.311 6.198
Cl -3.416 1.255 7.402
Cl -2.784 1.442 4.563
Cl -1.028 2.655 6.521
H -1.563 0.392 6.271
C 11.864 -1.151 2.459
Cl 11.163 0.468 2.497
Cl 11.348 -2.018 1.012
Cl 13.623 -1.072 2.551
H 11.508 -1.697 3.321
C 12.797 3.652 3.386
Cl 13.827 4.511 2.240
Cl 13.454 3.759 5.019
Cl 11.146 4.276 3.334
H 12.773 2.610 3.102
C -3.175 4.615 -1.504
Cl -2.330 3.225 -2.233
Cl -2.140 6.033 -1.532
Cl -4.690 4.907 -2.342
H -3.388 4.360 -0.472
*
```

***

Q: Number 1 is which compound?
A: C37H61NO27

***

Q: max |F| of number 2 (C37H62BCoGeN4O7P3Se)?
A: 0.75 eV/Å

***

Q: Number 3 is which compound?
A: C37H62Cl30N4O4P

***

Q: Which formula does entry 3 have?
A: C37H62Cl30N4O4P